Below is a cluster of 12 separate species, C16H56N2O12 in total in a non-equilibrium geometry, with properties calculated with ωB97M-V with the def2-TZVPD basis set.

Positions of all 86 atoms, in Å:
1 N -0.18886 0.66726 1.20542
2 C -0.83986 0.26526 0.12442
3 N -0.08686 -0.21174 -0.83758
4 O -2.25786 0.25626 0.13842
5 H -0.75586 0.81726 2.03642
6 H 0.83614 0.51026 1.34042
7 H -0.60786 -0.38574 -1.70358
8 H 0.92114 -0.01674 -1.02858
9 C 1.24514 -1.18174 -4.48558
10 C 1.80114 0.01326 -5.21358
11 O 2.39914 -0.47074 -6.39058
12 H 0.38314 -1.67774 -4.97458
13 H 0.86114 -0.92874 -3.51758
14 H 2.08114 -1.89974 -4.28358
15 H 2.65014 0.39226 -4.66458
16 H 1.08714 0.81526 -5.41958
17 H 3.28214 -0.65174 -6.21058
18 C -3.26986 -2.83574 4.32042
19 C -2.92186 -1.93974 3.15042
20 O -1.80486 -2.31974 2.36642
21 H -3.76886 -3.71074 4.01042
22 H -3.98886 -2.33874 4.98042
23 H -2.44786 -3.15874 4.92942
24 H -2.80386 -0.96074 3.52842
25 H -3.89386 -1.92674 2.50842
26 H -1.64386 -1.63474 1.76142
27 C 3.10214 -2.05574 0.77542
28 C 2.47614 -1.05874 1.68342
29 O 2.50914 0.24826 1.09642
30 H 4.19314 -2.03274 0.82242
31 H 2.90714 -1.87874 -0.26958
32 H 2.70614 -3.08974 1.10842
33 H 2.93014 -0.99974 2.64442
34 H 1.37414 -1.27674 1.89442
35 H 3.36714 0.49626 0.93042
36 C -2.25586 0.77826 -3.86258
37 C -2.69186 -0.63574 -3.67358
38 O -1.65786 -1.27674 -2.86558
39 H -1.32586 0.72726 -4.40058
40 H -2.24286 1.39726 -3.01358
41 H -2.98886 1.18226 -4.57158
42 H -2.88086 -1.25474 -4.55358
43 H -3.63086 -0.57274 -3.11058
44 H -1.86486 -2.10874 -2.63158
45 C 0.41214 -3.30274 -1.14858
46 O 0.21614 -2.79574 0.12542
47 H 0.87314 -4.33974 -1.17658
48 H 1.03414 -2.66574 -1.75358
49 H -0.52886 -3.42074 -1.67258
50 H 0.03914 -1.83774 -0.04358
51 C 2.13214 2.18026 4.92342
52 O 2.19314 1.18526 3.95442
53 H 3.18314 2.50626 5.02842
54 H 1.76714 1.84826 5.88242
55 H 1.50714 3.01326 4.56042
56 H 1.40314 1.21026 3.41542
57 C -1.10786 3.66226 0.16542
58 O -0.15086 3.34526 1.14642
59 H -2.09986 3.39426 0.42942
60 H -0.90186 3.17526 -0.76658
61 H -1.08486 4.73826 0.01242
62 H -0.13786 2.36326 1.19442
63 C 3.58814 3.53026 0.58242
64 O 2.70514 3.34726 1.63042
65 H 3.53614 2.61126 -0.04358
66 H 4.55814 3.73126 0.85642
67 H 3.31714 4.26026 -0.21258
68 H 1.85214 3.25426 1.26542
69 C -3.55886 -2.75574 -0.64558
70 O -3.71786 -3.34774 -1.90158
71 H -4.37986 -3.11874 -0.02658
72 H -3.68886 -1.63574 -0.66258
73 H -2.70586 -3.06974 -0.12558
74 H -3.31986 -4.22374 -1.81958
75 C 1.85314 2.01526 -1.98358
76 O 2.31214 0.66526 -1.91458
77 H 2.58614 2.66326 -2.43958
78 H 1.67314 2.37126 -0.97758
79 H 0.92614 2.00626 -2.57258
80 H 3.24114 0.69826 -1.67758
81 C -1.88786 1.98226 3.60642
82 O -0.73886 1.17526 3.73542
83 H -1.70886 2.79926 4.33442
84 H -2.77586 1.32726 3.85142
85 H -2.05386 2.51526 2.57942
86 H -0.65286 0.86326 4.61142

The electronic energy is -1655.36466 Ha. As for the maximum force: 7.0 eV/Å. Its orbital gap is 9.5740 eV. Its SMILES is NC(N)=O.CCO.CCO.CCO.CCO.CO.CO.CO.CO.CO.CO.CO. Its HOMO energy is -9.39 eV.

Below is a cluster of 13 separate species, C16H58N14O13 in total in a non-equilibrium geometry, with properties calculated with ωB97M-V with the def2-TZVPD basis set.

Positions of all 101 atoms, in Å:
1 C 2.33524 1.39532 0.22461
2 C 3.49466 2.39455 0.33347
3 C 3.15029 3.63599 1.20412
4 O 4.60923 1.57476 0.95532
5 H 2.09175 1.01882 1.23295
6 H 2.67465 0.61187 -0.43713
7 H 1.40181 1.82579 -0.09239
8 H 3.77759 2.66767 -0.70642
9 H 2.59786 3.37692 2.08379
10 H 2.44057 4.24223 0.65681
11 H 4.08850 4.20409 1.50460
12 H 5.13789 2.11306 1.55623
13 C 0.60657 -1.73544 -6.01730
14 C 0.00490 -1.72019 -4.68830
15 C 0.34579 -2.94587 -3.90687
16 O 0.62958 -0.60513 -4.02905
17 H 1.66967 -1.78344 -5.87568
18 H 0.35538 -0.74781 -6.44162
19 H 0.28862 -2.52984 -6.65358
20 H -1.05699 -1.63916 -4.75475
21 H 1.45379 -2.98468 -3.86195
22 H 0.03314 -3.88523 -4.37249
23 H 0.18394 -2.90643 -2.87647
24 H 0.34294 -0.52668 -3.09829
25 C -1.92383 -1.47590 2.65702
26 C -1.47583 -1.32903 1.20946
27 C -0.16921 -0.46735 1.05744
28 O -1.37580 -2.50422 0.51355
29 H -2.85449 -2.06034 2.73860
30 H -2.09404 -0.52982 3.13619
31 H -1.18467 -2.00146 3.27150
32 H -2.32814 -0.72134 0.81684
33 H 0.06592 -0.23046 0.02335
34 H 0.58163 -0.96911 1.62133
35 H -0.30079 0.49934 1.48137
36 H -0.41482 -2.64234 0.33793
37 C -1.84032 6.13470 -0.10978
38 O -2.41675 6.51793 0.92471
39 N -2.41089 5.30880 -1.07182
40 N -0.65206 6.62810 -0.52914
41 H -1.82028 4.96955 -1.78992
42 H -3.21352 4.83323 -0.73684
43 H -0.22256 7.24577 0.14844
44 H -0.04161 5.91544 -0.93116
45 C -3.18612 1.82692 0.31291
46 O -3.22229 1.09791 -0.68357
47 N -1.99508 2.23123 0.84224
48 N -4.29918 2.13059 0.92482
49 H -2.05652 2.76173 1.71966
50 H -1.27669 2.50405 0.24178
51 H -4.26984 2.76985 1.67688
52 H -5.12705 1.53788 0.75457
53 C 0.06350 2.68521 -2.30716
54 O -0.03621 3.57499 -1.48687
55 N -0.77040 1.69340 -2.61613
56 N 1.20170 2.64746 -3.05790
57 H -0.71307 1.30290 -3.52976
58 H -1.67725 1.60342 -2.14527
59 H 2.09552 2.92242 -2.57215
60 H 1.36699 1.74905 -3.45849
61 C 4.14350 -2.77125 2.19084
62 O 3.82550 -3.83621 2.69308
63 N 3.79942 -2.28840 0.94081
64 N 4.76560 -1.79749 2.99764
65 H 3.74961 -1.24744 0.78803
66 H 2.96022 -2.77056 0.59443
67 H 5.04226 -0.94489 2.58236
68 H 5.44897 -2.23458 3.62226
69 C 1.29510 -4.59586 0.25560
70 O 1.33634 -3.38213 0.12342
71 N 0.41439 -5.39400 -0.41168
72 N 2.19522 -5.28821 1.06594
73 H -0.24130 -4.94371 -1.03955
74 H 0.51337 -6.38073 -0.59939
75 H 2.06012 -6.27515 1.30082
76 H 2.79326 -4.79029 1.71073
77 C -3.12007 -4.71655 -2.65362
78 O -2.22111 -5.41993 -2.20385
79 N -3.80695 -3.69679 -1.98649
80 N -3.53513 -4.92727 -3.94522
81 H -4.10517 -2.96151 -2.59851
82 H -3.38390 -3.46570 -1.08308
83 H -4.44199 -4.75302 -4.34676
84 H -2.96321 -5.58736 -4.42352
85 C 1.17819 0.65884 4.47708
86 O 0.55139 1.66693 4.13644
87 N 2.41802 0.33978 3.94566
88 N 0.83904 -0.18370 5.50795
89 H 2.78734 0.99086 3.28935
90 H 2.82750 -0.57694 4.00737
91 H -0.02022 -0.00210 6.05463
92 H 1.52063 -0.77483 5.95044
93 O -3.61762 4.67452 2.43145
94 H -3.11781 4.64768 3.24699
95 H -3.22860 5.46388 1.94953
96 O -1.90195 -1.14327 -2.08259
97 H -1.39949 -1.78172 -1.53084
98 H -2.19925 -0.43836 -1.50546
99 O -2.13731 2.75161 4.15944
100 H -2.42702 2.65155 5.02873
101 H -1.26025 2.31262 4.03531

The electronic energy is -2389.45049 Ha. As for the maximum force: 3.6 eV/Å. Its orbital gap is 9.8929 eV. Its HOMO energy is -9.55 eV.

Energy relative to the best compared isomer or geometry (same formula, charge and spin), record by record: 81.3, 0.0 kcal per mole